Molecular formula: C8H19FeN2O7P
Method: DFT, ωB97M-V/def2-TZVPD

Summary:
E_HOMO (alpha / beta)	0.0442 / 0.0426	Eh
spin multiplicity	5
DFT total energy	-69592.18214	eV
frontier orbital gap (alpha / beta)	0.1270 / 0.1289	Ha
net charge	-2

Cartesian coordinates (Å):
Fe  -0.166  -1.136  0.464
P  -1.261  -3.156  0.997
O  -1.988  -4.186  1.870
O  -1.790  -1.787  1.471
O  -1.456  -2.753  -0.525
O  0.180  -2.852  1.391
C  1.152  2.877  1.089
C  1.213  1.664  2.037
O  0.777  0.493  1.454
H  0.196  3.352  0.867
H  1.608  2.531  0.162
H  1.679  3.617  1.691
H  0.764  1.871  3.007
H  2.267  1.452  2.215
C  2.303  -1.114  -1.660
O  1.252  -1.180  -1.068
N  3.466  -0.930  -1.046
C  4.690  -0.681  -1.694
C  3.605  -1.184  0.466
H  2.334  -0.832  -2.723
H  5.265  -1.606  -1.742
H  5.265  -0.002  -1.064
H  4.569  -0.229  -2.679
H  2.768  -1.702  0.934
H  4.323  -2.003  0.426
H  4.013  -0.360  1.052
C  -2.801  -0.192  -0.803
O  -1.590  0.091  -0.706
N  -3.808  0.688  -0.569
C  -5.126  0.304  -0.849
C  -3.537  2.017  -0.177
H  -3.147  -1.162  -1.193
H  -5.443  0.910  -1.698
H  -5.797  0.533  -0.022
H  -5.356  -0.757  -0.940
H  -4.316  2.574  0.344
H  -2.626  2.292  0.354
H  -3.481  2.535  -1.134

Atoms 1-2, force components in eV/Å:
-0.246 2.038 0.662
-3.495 1.215 1.940